(1)
Molecular formula: C26H51Cl3IrN2O3PSi
Method: DFT, ωB97M-V/def2-TZVPD

XYZ file:
```
88
Properties=species:S:1:pos:R:3:mulliken_charge:R:1
C -3.174 2.921 -3.875 -2.207
C -2.735 2.569 -2.516 0.712
H -4.158 2.497 -4.148 0.260
H -2.420 2.624 -4.619 0.439
H -3.261 4.020 -3.892 0.598
C -3.570 2.550 -1.468 0.901
C -4.631 3.553 -1.312 -1.700
H -3.448 1.835 -0.660 0.334
H -5.571 3.191 -1.738 0.337
H -4.315 4.467 -1.824 0.376
H -4.807 3.798 -0.261 0.405
Ir 1.918 -1.015 1.054 1.038
Cl 3.717 -1.849 -0.224 -0.572
Cl -1.300 -1.753 -1.267 -0.314
H 1.948 -5.170 1.660 0.252
H 3.290 -5.242 -1.531 0.322
C 1.273 -5.499 0.861 -0.809
C 2.224 -5.521 -1.454 -0.864
N 1.551 -4.807 -0.386 0.216
H 0.243 -5.305 1.172 0.217
C 1.405 -3.495 -0.436 -0.113
O 1.100 -2.888 0.650 -1.038
H 1.763 -5.318 -2.433 0.294
H 1.504 -2.980 -1.406 0.674
H 1.416 -6.557 0.660 0.347
H 2.152 -6.589 -1.243 0.284
H -3.606 -0.924 0.647 0.085
H -3.579 1.520 2.052 0.125
C -3.178 -1.268 1.597 -0.821
C -3.076 0.875 2.813 -0.839
N -2.351 -0.222 2.190 0.367
H -2.620 -2.180 1.403 0.229
C -1.016 -0.204 2.208 -0.561
O -0.336 -0.999 1.516 -0.187
H -2.381 1.531 3.380 0.350
H -0.577 0.553 2.882 0.325
H -4.018 -1.463 2.277 0.425
H -3.861 0.504 3.507 0.370
O -1.991 0.512 -2.221 -0.388
C -1.440 1.828 -2.382 -0.634
C -0.977 2.040 0.140 1.413
C -0.626 2.398 -1.164 0.139
H -1.626 1.171 0.246 0.199
C -0.522 2.778 1.242 -0.949
H -0.764 1.883 -3.251 0.564
C 0.398 3.368 -1.329 -0.490
H -0.922 2.584 2.228 0.278
C 0.384 3.815 1.045 -0.492
C 0.878 4.095 -0.232 -0.883
H 0.787 3.543 -2.350 0.365
H 0.719 4.398 1.894 0.429
H 1.616 4.905 -0.380 0.376
Si -2.417 -0.898 -2.991 1.148
Cl 1.773 0.631 -0.387 -0.559
C -3.996 -1.721 -2.234 -1.248
C -1.287 -2.040 -4.053 -1.341
C -3.116 -0.128 -4.661 -1.523
H -4.413 -1.209 -1.348 0.275
H -3.723 -2.743 -1.918 0.327
H -4.815 -1.820 -2.964 0.346
H -4.092 0.395 -4.594 0.242
H -3.250 -0.934 -5.374 0.493
H -2.383 0.555 -5.134 0.249
H -0.284 -1.625 -4.075 0.311
H -1.578 -2.204 -5.090 0.336
H -1.207 -3.035 -3.612 0.360
C 1.771 -0.794 3.871 -1.389
C 2.310 0.581 3.520 -0.635
P 3.369 0.337 2.050 0.836
C 3.941 1.862 1.264 0.034
C 5.406 1.934 0.843 -1.599
C 4.780 -0.642 2.595 -0.637
C 5.406 -0.222 3.901 -1.345
H 1.840 -1.518 3.019 0.239
H 0.714 -0.735 4.143 0.266
H 2.311 -1.289 4.684 0.361
H 1.514 1.303 3.286 0.151
H 2.910 0.992 4.331 0.632
H 3.359 1.986 0.323 0.053
H 3.682 2.703 1.925 0.501
H 5.711 1.114 0.180 0.322
H 5.565 2.858 0.271 0.435
H 6.084 1.962 1.698 0.322
H 4.418 -1.666 2.665 0.368
H 5.500 -0.642 1.774 0.542
H 4.706 -0.288 4.739 0.260
H 6.220 -0.921 4.114 0.431
H 5.844 0.784 3.914 0.251
```

Output
- Gap between HOMO and LUMO (spin up / spin down): 4.596 / 3.333 eV
- Molar mass: 797.3 g/mol
- LUMO (spin up / spin down): 0.1 / -3.3 eV
- Electronic energy: -3472.083128 a.u.
- Expectation value of S²: 6.023
- 2S+1: 5
- Energy relative to the best compared isomer or geometry (same formula, charge and spin): 61.60 kcal/mol


(2)
Molecular formula: C25H26N2O4
Method: DFT, ωB97M-V/def2-TZVPD

XYZ file:
```
57
Properties=species:S:1:pos:R:3:nbo_charge:R:1
C -5.823 1.196 2.748 -0.624
C -4.824 1.218 1.601 -0.082
H -4.797 2.202 1.122 0.208
H -5.074 0.456 0.857 0.185
O -3.520 0.907 2.096 -0.515
C -2.539 1.786 1.916 0.819
O -2.665 2.823 1.310 -0.627
C -1.238 1.382 2.588 -0.322
C -1.326 0.083 3.389 -0.402
C -1.291 -1.122 2.456 -0.394
C -0.013 -1.060 1.626 -0.227
N -0.074 0.118 0.783 -0.471
C 0.677 0.151 -0.394 0.240
C 1.862 -0.560 -0.570 -0.198
C 2.505 -0.519 -1.829 0.059
N 2.085 0.166 -2.847 -0.414
C 0.930 0.850 -2.721 0.125
C 0.465 1.558 -3.848 -0.182
C -0.727 2.213 -3.812 -0.217
C -1.532 2.172 -2.651 0.316
C -1.089 1.510 -1.528 -0.323
C 0.161 0.860 -1.525 -0.023
H -1.695 1.460 -0.640 0.229
O -2.722 2.811 -2.777 -0.491
C -3.623 2.786 -1.694 -0.266
H -3.187 3.231 -0.796 0.213
H -3.943 1.761 -1.475 0.168
H -4.483 3.372 -2.013 0.196
H -1.104 2.757 -4.664 0.225
H 1.082 1.553 -4.732 0.229
H 3.442 -1.047 -1.964 0.196
C 2.636 -1.188 0.524 0.541
O 2.840 -0.615 1.581 -0.554
C 3.218 -2.523 0.242 -0.097
C 2.647 -3.388 -0.691 -0.205
C 3.197 -4.639 -0.900 -0.207
C 4.318 -5.036 -0.188 -0.188
C 4.885 -4.184 0.748 -0.214
C 4.333 -2.937 0.967 -0.181
H 4.756 -2.259 1.694 0.233
H 5.756 -4.496 1.305 0.217
H 4.747 -6.012 -0.360 0.216
H 2.751 -5.307 -1.621 0.216
H 1.769 -3.083 -1.242 0.225
C -0.080 1.337 1.573 -0.207
H 0.864 1.399 2.138 0.199
H -0.140 2.203 0.911 0.232
H 0.841 -1.033 2.317 0.200
H 0.080 -1.942 0.989 0.207
H -1.303 -2.046 3.037 0.211
H -2.161 -1.114 1.800 0.210
H -0.467 0.034 4.061 0.209
H -2.234 0.077 3.993 0.222
H -1.018 2.216 3.267 0.243
H -5.574 1.960 3.479 0.213
H -6.821 1.386 2.364 0.218
H -5.809 0.225 3.238 0.213
```

Output
- Gap between HOMO and LUMO: 7.876 eV
- Molar mass: 418.5 g/mol
- LUMO: -0.1 eV
- SMILES: CCOC(=O)[C@H]1CCCN(c2c(C(=O)c3ccccc3)cnc3ccc(OC)cc23)C1
- Electronic energy: -1378.750738 a.u.
- Energy relative to the best compared isomer or geometry (same formula, charge and spin): 9.51 kcal/mol


(3)
Molecular formula: H3N3
Method: DFT, ωB97M-V/def2-TZVPD

XYZ file:
```
6
Properties=species:S:1:pos:R:3:nbo_charge:R:1
N -0.078 -0.907 -0.047 -0.311
N 0.706 -0.012 0.721 -0.373
N 0.569 0.080 -0.690 -0.118
H 0.590 -1.834 -0.013 0.335
H 0.268 0.810 1.180 0.347
H -0.801 1.114 -0.947 0.121
```

Output
- Gap between HOMO and LUMO (spin up / spin down): 9.287 / 9.278 eV
- Molar mass: 45.0 g/mol
- LUMO (spin up / spin down): -0.3 / -0.3 eV
- Electronic energy: -165.810334 a.u.
- Energy relative to the best compared isomer or geometry (same formula, charge and spin): 184.08 kcal/mol


(4)
Molecular formula: H2
Method: DFT, ωB97M-V/def2-TZVPD

XYZ file:
```
2
Properties=species:S:1:pos:R:3:mulliken_charge:R:1
H -0.804 -0.820 0.378 -0.500
H 0.804 0.820 -0.378 -0.500
```

Output
- Gap between HOMO and LUMO (spin up / spin down): 11.778 / 6.405 eV
- Molar mass: 2.0 g/mol
- LUMO (spin up / spin down): 10.1 / 5.5 eV
- Net charge: -1
- Electronic energy: -1.022629 a.u.
- Expectation value of S²: 0.759
- 2S+1: 2
- Energy relative to the best compared isomer or geometry (same formula, charge and spin): 23.52 kcal/mol